Density functional theory data (ωB97M-V/def2-TZVPD) for C31H24N5O2PtS3 as an isolated structure.

```
! RIJCOSX wB97M-V def2-TZVPD def2/J DEFGRID3
* xyz 1 3
H 1.076 7.216 -2.524
H -2.180 -0.856 -1.929
H -2.433 6.784 -0.113
O 3.289 -3.207 2.448
C 0.852 -4.240 3.873
H 3.353 -0.642 0.821
H 1.906 -3.183 -1.297
H 4.873 -1.919 2.142
C 0.664 2.223 -1.657
C 2.079 -2.921 2.017
H -3.058 3.316 -2.201
H -0.469 -5.154 5.290
H -4.521 -0.712 2.104
N -2.201 -1.860 0.874
C 3.582 -1.905 -0.878
H -5.417 -1.990 1.228
C -3.161 2.370 -1.687
H 5.327 -0.650 -0.783
C 4.213 -2.528 1.532
H 1.761 -4.621 4.315
C -1.565 -4.016 3.844
C 2.779 -2.683 -1.699
C -0.400 -4.528 4.411
N 1.955 -2.159 0.993
C -3.409 -0.062 -0.353
C -2.525 1.240 -2.184
C 0.416 6.600 -1.927
C 5.018 -1.427 -2.752
Pt -0.078 -1.575 0.605
C 0.245 1.401 0.645
O -3.748 -2.612 2.299
H -1.880 4.394 0.247
C -1.553 6.357 -0.575
C -4.436 -1.603 1.483
C -1.257 5.018 -0.376
N 0.180 3.098 -0.736
C 0.892 -3.432 2.749
C 0.727 5.263 -1.731
H 2.456 -3.430 -3.680
H -4.428 3.156 -0.147
C -0.124 4.480 -0.968
S 1.029 0.745 -0.772
H 4.777 -3.295 1.008
C 3.295 -1.710 0.590
C -3.924 2.280 -0.534
C -3.496 -1.418 0.293
C 4.703 -1.276 -1.413
C -0.723 7.148 -1.358
N -0.119 2.622 0.525
C -2.659 0.031 -1.524
S 1.004 2.418 -3.249
H -4.639 1.034 1.042
H 4.447 -2.312 -4.622
N -0.230 -2.971 2.218
H -2.539 -4.222 4.264
C 4.208 -2.202 -3.573
H 1.616 4.835 -2.168
H 5.889 -0.931 -3.160
S 0.048 0.400 2.053
H -1.929 1.303 -3.085
C -2.483 -2.538 1.926
H -3.737 -2.152 -0.485
C -4.042 1.070 0.139
C -1.430 -3.221 2.718
H -0.958 8.192 -1.513
C 3.091 -2.827 -3.045
*
```

The value obtained for the lowest unoccupied orbital energy (alpha / beta) is -3.9 / -4.5 eV. The HOMO-LUMO gap (alpha / beta) is 0.22163 / 0.20103 Ha. As for the expectation value of S²: 2.01. Its highest occupied orbital energy (alpha / beta) is -9.93 / -9.95 eV. The max |F| is 0.43 eV/A.